Below is C2H4N2O2S in the gas phase in a non-equilibrium geometry, with properties calculated with the ωB97M-V functional and the def2-TZVPD basis.

- SMILES: ONC1=NSCO1
- Kohn-Sham gap: 8.915 eV
- Net charge: 0
- HOMO energy: -0.3016 Ha
- F_max: 0.062 Eh/bohr
- ΔE to the lowest compared entry with this formula, charge and spin: 274.8 kJ/mol
- LUMO energy: 0.707 eV
- Spin multiplicity: 1

Geometry as XYZ:
```
11
Properties=species:S:1:pos:R:3:forces:R:3:lowdin_charge:R:1
S -2.321732 -0.705252 0.030923 0.992 0.670 0.092 0.85
O -0.228911 0.731301 -0.274157 2.816 1.187 -0.879 -0.06
O 2.336096 -0.024845 0.362936 0.842 1.239 -0.955 -0.04
N -0.742248 -1.396296 0.110703 -1.386 -1.319 0.237 -0.23
N 1.451523 -0.885662 -0.305820 0.544 0.455 -0.474 0.01
C -1.512215 1.013113 0.099050 -1.902 -0.617 0.444 -0.40
C 0.138653 -0.537475 -0.126612 -0.839 -0.521 0.652 -0.60
H -1.539406 1.412010 1.147564 -0.131 -0.088 -1.030 0.10
H -1.926435 1.651773 -0.696931 -0.138 -0.009 0.822 0.09
H 2.704606 0.573113 -0.351098 -0.604 -1.101 1.142 0.13
H 1.640068 -1.831785 0.003445 -0.194 0.104 -0.051 0.14
```
Forces are in eV/Å.